# 1
Here is the ion C3H4N4O4 with charge -2 at a distorted geometry from the Open Molecules 2025 dataset. Energies are from ωB97M-V/def2-TZVPD.

Largest force on an atom, eV/Å: 4.21
HOMO energy (spin up / spin down), eV: -1.2 / 1.4
E, eV: -17315.557
HOMO-LUMO gap (spin up / spin down), eV: 7.91 / 4.77
Charge: -2
E_LUMO (spin up / spin down), eV: 6.7 / 6.2

XYZ file:
```
15
Properties=species:S:1:pos:R:3:forces:R:3:nbo_charge:R:1
C -1.10461 -1.65755 0.60558 1.5 -1.6 -1.8 -0.30
C 0.91157 0.33179 0.08143 -3.8 1.1 -1.3 0.04
C -0.56259 -0.36917 0.09964 -0.3 3.3 -1.3 -0.24
N 1.93834 -0.38609 0.20089 2.1 -1.7 0.2 -0.38
N -1.40714 0.71891 0.64937 -0.8 -0.1 1.9 -0.40
N 3.21138 0.08348 0.04215 -3.0 -0.6 0.2 0.49
N -2.39762 1.20901 -0.00987 2.8 -0.7 -1.6 0.56
O 3.36389 1.32579 0.03695 1.1 1.2 -0.3 -0.63
O -2.42908 1.01426 -1.29910 -1.2 0.2 0.7 -0.66
O 4.09025 -0.80542 -0.11477 1.2 -0.1 0.0 -0.62
O -3.17386 1.99501 0.56764 -0.7 0.1 -0.2 -0.58
H -2.00214 -2.01940 0.04252 0.2 0.8 0.9 0.15
H -0.37497 -2.49840 0.53773 -0.2 0.5 0.7 0.15
H 0.74653 1.38815 -0.44520 0.9 -2.0 1.5 0.18
H -0.80995 -0.33037 -0.99497 0.3 -0.5 0.3 0.24
```
Forces are in eV/Å.


# 2
Here is a cluster of 2 separate species, H2NO4S in total at a distorted geometry from the Open Molecules 2025 dataset. Energies are from ωB97M-V/def2-TZVPD.

Largest force on an atom, eV/Å: 3.10
HOMO energy (spin up / spin down), eV: -2.9 / -5.4
E, eV: -20545.010
HOMO-LUMO gap (spin up / spin down), eV: 7.05 / 8.87
2S+1: 3
Charge: -1
E_LUMO (spin up / spin down), eV: 4.1 / 3.4

XYZ file:
```
8
Properties=species:S:1:pos:R:3:forces:R:3:nbo_charge:R:1
N 1.35442 0.78460 1.70451 1.2 -1.5 -1.3 -0.26
O -1.89902 0.61475 -0.78748 0.0 -0.9 -0.1 -1.00
O -0.43379 -0.76175 -2.22850 0.0 -0.5 -1.6 -0.99
O -1.32981 -1.76328 -0.16725 -1.0 -1.1 0.3 -0.98
O 1.01220 0.68097 0.33421 -0.1 0.5 2.3 -0.56
S -0.98457 -0.57317 -0.90980 0.1 1.9 0.7 2.05
H 2.28628 0.15131 1.81782 -2.4 1.7 -0.9 0.26
H -0.00572 0.86656 0.23650 2.2 0.0 0.6 0.48
```
Forces are in eV/Å.


# 3
Here is a cluster of 4 separate species, C25H50O10 in total at a distorted geometry from the Open Molecules 2025 dataset. Energies are from ωB97M-V/def2-TZVPD.

Largest force on an atom, eV/Å: 9.63
HOMO energy, eV: -9.5
E, eV: -47200.445
SMILES: CCC[C@H]1OC(=O)O[C@@]1(CCCO)CC(=O)OC(C)=O.CCOCC.CCOCC.CCOCC
HOMO-LUMO gap, eV: 9.25
Charge: 0
E_LUMO, eV: -0.3

XYZ file:
```
85
Properties=species:S:1:pos:R:3:forces:R:3:mulliken_charge:R:1
C 0.13494 -2.56461 -0.04125 0.9 0.7 -0.6 -0.72
C 0.25081 -1.56949 1.26000 -0.5 -0.8 1.0 -0.38
C -0.40027 -0.08042 1.04218 1.3 -0.8 0.7 -0.34
C 0.31019 0.82574 -0.12477 -2.2 0.9 0.5 -0.12
O 0.46157 0.29493 -1.49050 1.6 2.8 -1.3 -0.39
C 0.80465 1.54246 -2.25160 1.2 1.0 -2.7 0.36
O 1.63211 1.71849 -3.28458 -6.0 -1.5 7.3 -0.60
O -0.05759 2.60147 -1.62958 2.3 -2.2 -1.0 -0.47
C -0.82463 1.99821 -0.49182 1.4 0.0 -0.6 1.23
C -1.08606 3.08737 0.70449 -0.2 0.7 -0.1 -0.78
C 0.26361 3.70036 1.40130 0.0 0.7 0.6 -0.36
C 0.65240 5.22309 0.90581 0.7 0.2 0.7 -0.50
O -0.47175 6.19674 1.06578 0.6 -1.9 -2.0 -0.54
C -2.15339 1.42353 -1.30681 -1.7 -0.4 0.8 0.41
C -3.46790 2.44147 -1.18375 0.2 4.3 -6.2 0.19
O -3.62172 3.30950 -2.22142 0.5 -5.6 7.6 -0.57
O -4.38420 2.46159 -0.03216 0.4 -2.9 -2.0 -0.24
C -5.17070 1.22093 0.06128 -5.4 -2.7 -3.7 0.53
C -4.90385 0.15727 1.28000 1.3 0.6 0.3 -0.54
O -6.16486 0.91211 -0.81044 7.0 2.6 5.5 -0.52
H 1.23607 -2.64028 -0.49568 -2.6 0.1 0.7 0.23
H -0.20073 -3.65838 0.20440 0.5 2.2 -0.3 0.27
H -0.58029 -2.07704 -0.86112 1.5 -1.2 1.8 0.06
H -0.35681 -2.08328 2.14837 1.3 1.2 -1.8 0.17
H 1.37417 -1.52132 1.65825 -2.5 0.1 -1.0 0.29
H -1.56041 -0.20714 0.93622 2.3 0.4 -0.3 -0.04
H -0.23345 0.50759 2.06756 -0.3 -1.0 -2.3 0.29
H 1.40898 1.24383 0.08157 -2.8 -0.7 0.4 0.50
H -1.69035 4.02204 0.27300 1.2 -2.2 0.8 0.30
H -1.76116 2.64760 1.58407 1.4 0.6 -2.3 0.24
H 0.03486 3.78208 2.56347 0.5 -0.1 -2.4 0.31
H 1.22606 3.04433 1.29599 -1.9 1.1 0.0 0.20
H 1.50256 5.61202 1.63117 -1.8 -0.8 -1.5 0.30
H 1.07560 5.28356 -0.18352 -0.9 -0.4 2.0 0.18
H -0.99283 6.09795 0.21183 0.8 0.4 1.6 0.36
H -2.52349 0.37960 -0.92936 0.8 1.8 -0.5 -0.13
H -1.96626 1.30936 -2.47149 -0.2 0.6 2.7 0.16
H -3.74417 0.19461 1.52466 -2.4 -0.1 -0.5 0.07
H -5.45348 0.47913 2.27317 1.0 -0.5 -2.2 0.34
H -5.17953 -0.95863 0.99898 0.3 2.7 0.3 0.24
C -3.35588 -4.34398 -2.68239 0.0 0.0 -0.1 -1.24
C -3.78419 -3.20450 -1.77172 0.0 -0.1 0.0 -0.40
O -3.22896 -1.94360 -2.13254 0.1 0.1 0.2 -0.25
C -3.55355 -1.45308 -3.43501 -0.2 0.0 0.1 -0.23
C -5.04472 -1.25499 -3.65111 -0.1 -0.1 0.2 -1.11
H -2.26578 -4.41908 -2.71163 -0.1 0.0 0.0 0.30
H -3.76533 -5.29388 -2.32454 0.0 0.1 0.0 0.40
H -3.70343 -4.19544 -3.70611 -0.1 -0.1 0.0 0.30
H -3.43897 -3.42668 -0.75599 0.1 0.3 -0.1 0.34
H -4.87529 -3.13812 -1.71542 0.0 0.0 -0.1 0.39
H -3.12887 -2.10655 -4.20179 0.0 -0.1 0.0 0.35
H -3.04855 -0.48679 -3.53746 0.0 -0.2 0.2 0.21
H -5.59641 -2.19776 -3.58473 0.1 0.1 -0.1 0.31
H -5.22818 -0.82653 -4.63883 0.0 0.0 0.1 0.41
H -5.45480 -0.57958 -2.89428 0.0 0.0 -0.1 0.21
C 0.67604 -6.55425 4.36994 0.0 0.0 0.1 -1.06
C 1.46250 -5.68198 3.40462 -0.1 -0.1 0.0 -0.36
O 1.26072 -4.28579 3.60017 -0.1 0.1 0.0 -0.32
C 1.62699 -3.76135 4.87815 0.1 -0.1 -0.2 -0.30
C 3.09735 -3.95369 5.21069 0.1 -0.1 -0.1 -1.10
H -0.39112 -6.32633 4.30635 0.1 0.0 0.0 0.30
H 0.82501 -7.61317 4.13648 0.0 0.1 0.0 0.39
H 0.98615 -6.39375 5.40383 0.0 -0.1 0.0 0.26
H 1.13352 -5.91263 2.38539 0.0 0.3 0.1 0.31
H 2.52988 -5.92149 3.44222 0.0 0.0 0.1 0.31
H 0.98905 -4.18588 5.65799 0.0 -0.1 0.1 0.30
H 1.40714 -2.68896 4.84813 -0.1 -0.2 -0.2 0.32
H 3.36623 -5.01230 5.27866 0.0 0.1 0.1 0.26
H 3.33085 -3.48494 6.16912 0.0 0.0 -0.1 0.39
H 3.72680 -3.50312 4.43745 -0.1 0.0 0.1 0.30
C 5.05633 2.35753 -3.16459 0.1 0.0 0.1 -1.13
C 4.22072 3.53541 -2.68968 -0.1 -0.1 -0.2 -0.19
O 4.35208 3.80630 -1.29767 0.1 0.0 0.3 -0.33
C 5.66304 4.13443 -0.83278 -0.2 0.1 -0.1 -0.36
C 6.24266 5.37681 -1.48857 -0.1 0.0 -0.2 -1.04
H 4.80910 1.45972 -2.59218 -0.1 0.0 -0.1 0.26
H 4.87211 2.16121 -4.22550 0.0 0.0 0.2 0.38
H 6.12439 2.54372 -3.04033 0.0 0.0 -0.1 0.37
H 3.16530 3.30507 -2.87210 0.3 0.2 0.3 0.19
H 4.44261 4.43332 -3.27502 0.1 0.0 0.0 0.27
H 6.33217 3.27821 -0.95307 0.1 0.0 -0.1 0.31
H 5.57538 4.30980 0.24464 -0.2 -0.1 -0.2 0.32
H 6.37572 5.24585 -2.56687 0.1 0.0 0.1 0.26
H 7.21740 5.61113 -1.05520 0.0 0.0 0.0 0.39
H 5.57809 6.23328 -1.34047 0.1 -0.1 0.0 0.28
```
Forces are in eV/Å.